Below is a cluster of 6 separate species, C6H25NO6 in total in a non-equilibrium geometry, with properties calculated with the ωB97M-V functional and the def2-TZVPD basis.

XYZ file:
```
38
Properties=species:S:1:pos:R:3
C 0.555 1.778 -0.558
C 1.303 2.937 0.320
O 2.420 3.231 -0.548
N 1.213 0.499 -0.493
C 0.816 -0.423 0.646
C -0.153 -1.588 0.370
C -0.269 -2.313 1.666
C -1.549 -1.043 -0.036
H 0.461 2.000 -1.656
H -0.524 1.677 -0.301
H 1.738 2.601 1.342
H 0.628 3.706 0.494
H 2.576 2.474 -1.155
H 1.191 0.005 -1.419
H 0.565 0.145 1.495
H 1.868 -0.810 0.823
H 0.393 -2.199 -0.498
H -0.723 -1.883 2.584
H 0.700 -2.635 2.131
H -0.873 -3.246 1.614
H -1.337 -0.331 -0.832
H -2.258 -0.668 0.690
H -2.321 -1.736 -0.531
H -2.228 1.563 2.623
H -1.221 0.505 2.287
O -1.415 1.153 2.901
H -0.482 0.073 4.543
H 0.430 -0.806 3.660
O 0.064 -0.681 4.551
H 0.956 -3.186 -3.108
H -0.293 -2.216 -2.604
O 0.226 -2.696 -3.340
H 0.575 -0.686 -3.261
H 1.146 0.680 -3.771
O 0.351 0.207 -3.467
H -0.910 0.927 -2.680
H -2.205 1.622 -2.444
O -1.414 1.362 -2.039
```

The SMILES is CC(C)CNCCO.O.O.O.O.O. The total energy is -20399.43250 eV. For the HOMO energy, the calculation gives -8.5 eV.


Below is a cluster of 7 separate species, C6H26O10 in total, with properties calculated with the ωB97M-V functional and the def2-TZVPD basis.

XYZ file:
```
42
Properties=species:S:1:pos:R:3
C -20.218 15.685 -26.674
C -18.796 15.366 -27.080
O -18.258 16.336 -27.964
O -20.362 17.005 -26.177
H -20.551 14.925 -25.956
H -20.872 15.577 -27.545
H -18.755 14.421 -27.624
H -18.167 15.251 -26.184
H -18.343 17.195 -27.540
H -20.127 17.015 -25.244
C -23.869 11.500 -25.219
C -22.819 11.455 -26.302
O -22.065 12.680 -26.318
O -25.070 12.148 -25.658
H -23.437 12.045 -24.375
H -24.119 10.504 -24.862
H -23.270 11.309 -27.286
H -22.120 10.649 -26.084
H -22.721 13.390 -26.276
H -25.015 13.082 -25.434
C -25.256 7.972 -25.860
C -25.340 8.533 -27.261
O -26.601 9.122 -27.451
O -23.930 7.564 -25.527
H -25.961 7.140 -25.747
H -25.555 8.731 -25.138
H -25.158 7.712 -27.973
H -24.535 9.267 -27.403
H -26.494 9.937 -27.960
H -23.515 7.175 -26.301
O -25.960 11.727 -28.423
H -26.052 12.514 -28.965
H -25.795 12.040 -27.521
O -23.367 15.150 -25.493
H -23.101 15.762 -26.189
H -23.788 15.704 -24.829
O -20.224 12.151 -24.163
H -20.765 12.623 -24.812
H -19.420 11.916 -24.634
O -21.284 13.065 -29.147
H -22.034 13.631 -29.346
H -21.276 12.984 -28.184
```

The SMILES is OCCO.OCCO.OCCO.O.O.O.O. The total energy is -27117.65708 eV. For the HOMO energy, the calculation gives -9.9 eV.